# 1
Entry from the Open Molecules 2025 dataset: a molecular structure, C54H42CaCl2GeN8O4S (ωB97M-V/def2-TZVPD).

```
113
Properties=species:S:1:pos:R:3:forces:R:3
Ca -0.479 0.048 -0.100 0.4 -0.5 0.3
Cl -5.161 4.647 -2.528 0.0 0.0 0.0
C -4.267 3.677 -1.390 0.0 0.0 0.0
C -2.997 3.246 -1.733 0.0 0.0 0.0
C -2.239 2.455 -0.869 0.0 0.1 0.0
N -0.965 1.962 -1.167 -0.2 0.8 -0.2
C -0.197 2.527 -2.095 0.0 0.0 0.0
O -0.379 3.538 -2.785 0.0 0.0 0.0
C 1.112 1.775 -2.322 0.0 0.0 0.0
C 1.795 2.014 -3.509 0.0 0.0 0.0
C 2.964 1.325 -3.768 0.0 0.0 0.0
C 3.440 0.437 -2.815 0.0 0.0 0.0
C 2.707 0.278 -1.654 0.0 0.0 0.0
N 1.560 0.909 -1.403 0.0 0.2 -0.1
C -2.805 2.066 0.377 0.0 0.1 0.3
C -4.076 2.542 0.712 0.0 -0.1 -0.1
C -4.800 3.340 -0.159 0.0 0.0 0.0
Cl -6.381 3.889 0.328 0.0 0.0 0.0
N -2.006 1.311 1.258 -0.6 0.4 -0.3
C -2.575 0.624 2.243 0.1 0.0 -0.1
O -3.764 0.352 2.483 0.1 0.2 0.0
C -1.540 0.117 3.229 0.0 0.0 0.0
C -1.948 -0.114 4.541 0.0 -0.1 0.0
C -1.000 -0.437 5.493 0.0 0.0 0.0
C 0.328 -0.523 5.100 0.0 0.0 0.1
C 0.635 -0.316 3.766 0.1 0.0 0.0
N -0.270 -0.018 2.831 0.0 -0.1 0.0
H -2.574 3.540 -2.680 0.0 0.0 0.0
H 1.373 2.732 -4.196 0.0 0.0 0.0
H 3.499 1.477 -4.698 0.0 0.0 0.0
H 4.351 -0.128 -2.957 0.0 0.0 0.0
H 3.062 -0.401 -0.891 0.0 0.0 0.0
H -4.514 2.271 1.657 0.0 0.0 0.1
H -2.999 -0.019 4.768 0.0 0.0 0.0
H -1.286 -0.603 6.524 0.0 0.0 0.0
H 1.118 -0.751 5.803 0.0 0.0 0.0
H 1.661 -0.393 3.434 -0.1 0.0 0.1
O 0.147 -2.078 -0.700 0.3 -0.4 0.2
N -0.335 -2.930 -1.602 -0.2 0.0 0.0
C -0.308 -4.247 -1.294 -0.1 0.0 0.0
C -0.674 -5.207 -2.194 0.0 0.0 0.0
C -1.098 -4.788 -3.463 -0.1 0.0 0.0
C -1.192 -3.452 -3.735 0.0 0.0 0.0
C -0.852 -2.449 -2.785 0.0 0.0 0.0
S -1.048 -0.798 -3.044 0.0 -0.1 0.1
H 0.045 -4.462 -0.296 0.0 0.0 -0.1
H -0.619 -6.249 -1.913 0.0 0.0 0.0
H -1.372 -5.516 -4.219 0.0 0.0 0.0
H -1.545 -3.094 -4.692 0.0 0.0 0.0
C -4.322 -6.626 -3.601 0.0 0.0 0.0
C -5.165 -5.666 -2.804 0.0 -0.1 0.0
C -6.039 -6.117 -1.819 0.0 0.1 0.0
C -6.780 -5.227 -1.056 0.1 0.0 0.0
C -6.672 -3.855 -1.268 0.0 0.0 0.0
N -7.460 -2.999 -0.469 0.0 -0.1 0.0
C -7.375 -1.634 -0.258 -0.1 0.1 0.1
O -8.384 -0.977 -0.073 0.1 -0.1 0.0
N -6.127 -1.064 -0.245 0.0 0.1 -0.1
C -4.900 -1.625 0.161 0.0 -0.1 0.0
C -4.788 -2.720 1.002 0.0 0.0 0.0
C -3.522 -3.134 1.382 0.0 0.0 0.0
C -2.420 -2.429 0.939 0.0 0.0 0.0
N -2.525 -1.370 0.133 -0.2 -0.3 0.0
C -3.734 -0.999 -0.265 0.0 0.1 0.0
C -5.824 -3.396 -2.270 -0.1 0.0 0.0
C -5.080 -4.296 -3.013 0.1 0.0 0.0
H -4.799 -7.604 -3.672 0.0 0.0 0.0
H -3.342 -6.766 -3.136 0.0 0.0 0.0
H -4.154 -6.255 -4.614 0.0 0.0 0.0
H -6.138 -7.182 -1.637 0.0 0.0 0.0
H -7.441 -5.596 -0.279 0.0 0.0 0.0
H -8.387 -3.331 -0.255 0.0 0.0 -0.1
H -6.171 -0.055 -0.226 0.0 0.0 0.1
H -5.669 -3.226 1.370 0.0 0.0 0.0
H -3.393 -3.983 2.040 0.0 0.0 0.0
H -1.416 -2.714 1.234 0.0 0.0 0.0
H -3.789 -0.129 -0.913 0.0 0.0 0.0
H -5.745 -2.339 -2.478 0.0 0.1 0.0
H -4.416 -3.910 -3.776 0.0 0.0 0.0
C 0.359 -6.230 2.922 0.0 0.0 0.0
C 0.031 -4.974 3.415 0.0 0.0 0.0
C 0.596 -3.838 2.851 0.0 -0.1 0.0
C 1.500 -3.934 1.791 -0.1 0.1 0.0
C 1.825 -5.203 1.313 0.1 0.0 0.1
C 1.260 -6.343 1.873 0.0 0.0 0.0
Ge 2.218 -2.308 0.955 0.3 -0.2 -0.1
C 3.479 -2.891 -0.446 -0.1 0.1 -0.1
C 3.037 -3.414 -1.662 0.0 0.0 0.0
C 3.935 -3.782 -2.654 0.0 0.0 0.0
C 5.299 -3.623 -2.452 0.0 0.0 0.0
C 5.756 -3.093 -1.254 0.0 0.0 0.0
C 4.853 -2.729 -0.262 0.0 0.0 0.0
C 3.395 -1.429 2.283 0.0 0.0 -0.1
C 3.750 -0.089 2.119 0.1 0.0 0.0
C 4.558 0.551 3.047 0.0 0.0 0.0
C 5.021 -0.141 4.158 0.0 0.0 0.0
C 4.681 -1.476 4.331 0.0 0.0 0.0
C 3.873 -2.115 3.399 0.0 0.0 0.0
H -0.088 -7.118 3.352 0.0 0.0 0.0
H -0.671 -4.875 4.234 0.0 0.0 0.0
H 0.320 -2.865 3.241 0.0 0.0 0.0
H 2.529 -5.306 0.494 0.0 0.0 0.0
H 1.525 -7.320 1.488 0.0 0.0 0.0
H 1.978 -3.517 -1.856 0.1 0.0 0.0
H 3.566 -4.181 -3.591 0.0 0.0 0.0
H 6.003 -3.901 -3.227 0.0 0.0 0.0
H 6.818 -2.958 -1.089 0.0 0.0 0.0
H 5.230 -2.311 0.665 0.0 0.0 0.0
H 3.373 0.471 1.269 0.0 0.0 0.0
H 4.815 1.594 2.912 0.0 0.0 0.0
H 5.643 0.359 4.890 0.0 0.0 0.0
H 5.043 -2.019 5.196 0.0 0.0 0.0
H 3.603 -3.155 3.549 0.0 0.0 0.0
```
Positions in Å, forces in eV/Å.

Computed properties:
Orbital gap (spin up / spin down) in Ha: 0.2368 / 0.1991
M in g mol⁻¹: 1082.64
Net charge: -1
Relative energy (zero: lowest compared OMol25 entry of this formula, charge and spin) in kJ/mol: 110.79
Multiplicity: 2



# 2
Entry from the Open Molecules 2025 dataset: a molecular structure, C54H42N7O4P2PbS4Se2 in a non-equilibrium geometry (ωB97M-V/def2-TZVPD).

```
116
Properties=species:S:1:pos:R:3:forces:R:3
Pb -0.245 0.351 0.182 1.0 0.4 0.0
O -1.496 5.553 2.476 0.0 0.1 0.2
C -0.178 5.504 2.720 0.0 0.1 -0.1
C 0.397 6.540 3.458 -0.1 0.1 0.0
C 1.757 6.572 3.685 -0.1 0.0 0.1
C 2.572 5.554 3.213 0.2 0.0 0.0
C 2.007 4.501 2.524 -0.1 0.0 -0.1
C 0.641 4.459 2.258 -0.1 0.1 0.2
C 0.092 3.274 1.547 0.0 -0.3 -0.1
O 0.824 2.279 1.374 0.1 0.0 -0.1
N -1.190 3.397 1.185 -0.4 0.8 0.3
N -1.737 2.406 0.452 -0.7 0.0 -0.3
C -3.009 2.463 0.266 0.6 0.5 0.8
C -3.753 1.515 -0.533 0.1 -0.7 -0.4
C -5.073 1.224 -0.168 0.3 0.0 0.0
C -5.805 0.244 -0.805 -0.1 0.0 0.0
C -5.237 -0.473 -1.848 0.1 0.1 0.0
C -3.966 -0.147 -2.279 0.2 0.1 -0.1
C -3.232 0.848 -1.649 -0.8 0.0 0.2
O -1.978 1.082 -2.189 0.1 -0.2 0.1
H -1.696 4.719 1.943 0.0 0.0 -0.1
H -0.254 7.315 3.839 0.0 0.1 0.0
H 2.180 7.397 4.241 0.1 0.1 0.1
H 3.635 5.574 3.398 0.1 0.0 0.0
H 2.615 3.687 2.163 0.0 -0.1 0.0
H -3.595 3.234 0.775 0.1 0.0 0.0
H -5.501 1.771 0.660 0.0 0.0 0.1
H -6.810 0.016 -0.481 0.0 0.0 0.1
H -5.772 -1.282 -2.323 -0.1 0.0 0.0
H -3.508 -0.660 -3.110 0.1 -0.1 -0.1
Se 3.938 -3.613 5.388 0.0 0.1 0.3
P 3.597 -3.616 3.322 0.4 -0.3 0.0
C 3.094 -5.304 2.879 0.0 0.2 0.1
C 4.007 -6.347 2.769 0.0 0.2 -0.1
C 3.552 -7.647 2.649 0.0 -0.1 0.0
C 2.194 -7.914 2.688 0.0 -0.1 0.1
C 1.285 -6.882 2.858 0.0 -0.1 0.2
C 1.734 -5.579 2.948 0.0 0.1 0.0
C 5.146 -3.183 2.450 -0.2 -0.1 0.2
C 5.735 -3.923 1.434 -0.1 0.0 0.1
C 6.996 -3.582 0.978 0.2 -0.1 0.0
C 7.662 -2.491 1.511 0.1 -0.1 0.1
C 7.060 -1.725 2.496 0.1 0.0 0.0
C 5.810 -2.076 2.969 -0.1 0.1 0.0
C 2.333 -2.477 2.759 0.0 0.0 -0.5
C 1.756 -2.073 1.539 0.3 -0.3 0.3
N 0.903 -1.074 1.857 0.3 -0.7 -0.5
N 0.954 -0.887 3.151 -0.7 0.9 0.3
N 1.790 -1.698 3.708 0.4 -0.3 0.6
P 1.971 -2.676 -0.128 0.0 -0.1 -0.3
Se 0.812 -1.801 -1.696 0.2 -0.3 -0.1
C 1.531 -4.440 -0.066 0.0 0.3 0.0
C 2.379 -5.514 -0.289 0.0 0.1 0.0
C 1.857 -6.796 -0.317 0.0 -0.2 -0.1
C 0.507 -7.009 -0.102 0.0 0.0 -0.2
C -0.336 -5.937 0.148 0.0 0.0 0.0
C 0.173 -4.655 0.157 0.0 0.1 0.0
C 3.708 -2.377 -0.548 -0.3 0.0 0.1
C 4.345 -3.074 -1.566 -0.1 -0.1 0.1
C 5.618 -2.703 -1.954 0.1 0.0 -0.1
C 6.235 -1.613 -1.364 0.0 0.1 -0.1
C 5.573 -0.877 -0.397 0.0 0.1 -0.1
C 4.311 -1.258 0.016 0.0 -0.1 0.0
H 5.067 -6.144 2.805 0.1 0.0 0.0
H 4.261 -8.457 2.553 0.0 0.0 0.0
H 1.844 -8.932 2.602 0.0 -0.1 0.0
H 0.228 -7.091 2.934 -0.1 0.0 0.0
H 1.036 -4.766 3.097 -0.1 0.0 0.0
H 5.213 -4.764 1.002 0.0 -0.1 0.0
H 7.467 -4.178 0.208 0.0 0.0 -0.1
H 8.651 -2.238 1.158 0.1 0.0 0.0
H 7.574 -0.870 2.913 0.0 0.1 0.0
H 5.343 -1.512 3.765 0.0 0.0 0.1
H 3.438 -5.363 -0.432 0.1 0.0 0.0
H 2.511 -7.635 -0.502 0.1 -0.1 0.0
H 0.110 -8.013 -0.121 0.0 -0.1 0.0
H -1.388 -6.094 0.330 -0.1 0.0 0.0
H -0.477 -3.806 0.329 -0.1 0.0 0.0
H 3.840 -3.890 -2.062 0.0 -0.1 -0.1
H 6.127 -3.257 -2.730 0.0 -0.1 -0.1
H 7.230 -1.325 -1.671 0.1 0.0 0.0
H 6.034 -0.001 0.034 0.1 0.0 0.1
H 3.786 -0.684 0.767 0.0 0.0 0.1
S -4.040 -2.822 0.842 -1.2 -1.2 0.2
C -2.908 -1.740 0.621 1.2 1.0 -0.2
N -2.063 -0.942 0.448 -1.3 -0.8 0.4
S 1.105 1.747 -2.113 -0.2 0.5 -0.9
C -0.141 2.243 -3.048 1.0 -0.2 0.1
N -1.238 4.546 -3.060 -0.3 0.1 0.2
C -1.431 4.841 -4.466 -0.1 0.1 -0.3
C -1.320 3.530 -5.238 0.4 -0.1 0.3
S 0.187 2.645 -4.711 -0.2 -0.1 -0.2
H -1.275 5.377 -2.484 0.1 -0.1 0.0
H -0.636 5.524 -4.775 0.0 0.0 0.0
H -2.404 5.311 -4.700 0.1 -0.1 0.1
H -1.207 3.686 -6.309 -0.1 0.0 0.0
H -2.179 2.888 -5.045 0.0 0.1 -0.2
C -10.271 5.439 -2.300 -0.3 0.0 0.0
C -8.922 4.859 -2.612 0.6 0.1 0.1
O -8.678 4.095 -3.501 -0.2 -0.1 -0.3
S -7.724 5.468 -1.437 0.2 0.2 0.3
C -6.109 4.812 -1.827 -0.5 0.0 -0.1
C -5.901 3.646 -2.545 0.0 -0.1 -0.1
C -4.606 3.221 -2.779 0.1 0.2 -0.1
C -3.507 3.915 -2.276 -0.4 0.1 -0.2
C -3.743 5.086 -1.555 0.1 -0.2 0.0
C -5.027 5.531 -1.330 -0.2 0.0 0.0
C -2.127 3.519 -2.584 0.4 -0.4 0.1
C -1.542 2.302 -2.573 -0.4 0.9 0.2
H -10.941 5.301 -3.146 0.1 0.0 0.0
H -10.191 6.492 -2.045 0.0 0.1 0.0
H -10.683 4.922 -1.434 0.0 -0.1 0.0
H -6.730 3.080 -2.938 0.0 0.0 0.0
H -4.457 2.333 -3.371 0.0 -0.1 -0.1
H -2.913 5.641 -1.144 0.1 0.1 0.1
H -5.191 6.434 -0.762 0.0 0.1 0.1
```
Positions in Å, forces in eV/Å.

Computed properties:
Orbital gap in Ha: 0.2358
M in g mol⁻¹: 1408.31
Net charge: -1
Relative energy (zero: lowest compared OMol25 entry of this formula, charge and spin) in kJ/mol: 175.10